[1]
C62H50N3O6PS2W | ωB97M-V with the def2-TZVPD basis set

Output
- multiplicity = 1
- DFT total energy (eV) = -114647.7518
- HOMO (spin up / spin down) (eV) = -6.24 / -6.24
- Kohn-Sham gap (spin up / spin down) (eV) = 6.095 / 6.094

```
125
Properties=species:S:1:pos:R:3:forces:R:3
W 0.03073 -0.23042 0.49342 2.20 -0.35 -2.49
O -1.70251 -0.96870 0.02286 -0.84 -0.23 0.17
C -2.32087 -1.32551 -1.19111 -0.08 0.22 0.03
C -1.69957 -0.40801 -2.25912 -0.22 -0.05 -0.06
C -1.81548 0.99650 -1.78365 -0.74 -0.20 -0.86
C -2.82265 1.79497 -2.31627 0.17 -0.47 -0.15
C -2.99138 3.06669 -1.83689 -0.45 0.32 -0.17
C -2.10047 3.52672 -0.90204 0.55 0.08 0.33
C -1.07470 2.69805 -0.44575 -0.20 0.96 0.18
C -0.00559 3.31448 0.40528 -0.17 0.12 0.05
C 0.18815 2.67903 1.77681 0.14 -0.13 -0.03
O 0.42136 1.32638 1.57454 0.10 1.20 1.44
C 1.44352 3.29033 2.42280 -0.01 0.14 0.04
C 2.66985 3.06045 1.80493 0.01 0.00 0.03
C 3.84196 3.59035 2.31324 -0.01 0.02 0.05
C 3.80593 4.37295 3.46333 -0.02 -0.01 -0.03
C 2.59344 4.60811 4.09115 -0.02 -0.05 -0.03
C 1.41672 4.07029 3.57315 0.06 -0.02 0.01
C -1.01623 2.84993 2.70730 0.10 -0.17 0.04
C -1.84991 3.88367 2.72849 -0.42 0.30 0.22
C -2.97980 3.93303 3.68651 0.21 0.04 -0.24
C -3.10159 3.05338 4.67939 0.02 -0.05 -0.01
C -2.08863 1.96015 4.89713 0.05 0.11 -0.02
C -1.28414 1.68762 3.62538 0.08 0.17 0.06
N -0.98240 1.42223 -0.83957 0.19 -0.40 0.64
C -3.84227 -1.07241 -1.09689 0.00 -0.03 -0.02
C -4.35158 -0.12256 -0.21697 -0.03 -0.04 -0.01
C -5.71597 0.14217 -0.14897 0.07 -0.02 -0.01
C -6.60016 -0.53943 -0.97241 0.04 0.01 -0.01
C -6.10607 -1.48316 -1.86380 0.09 -0.04 0.02
C -4.74287 -1.75121 -1.92084 0.06 0.08 -0.05
C -2.07004 -2.79699 -1.49130 -0.07 -0.01 0.03
C -2.38494 -3.72590 -0.50115 -0.04 -0.04 0.06
C -2.25091 -5.08205 -0.74096 0.00 -0.03 -0.07
C -1.81001 -5.53240 -1.98435 0.01 0.04 0.05
C -1.48529 -4.61433 -2.96789 -0.04 0.07 0.04
C -1.60824 -3.24771 -2.71836 -0.03 -0.11 -0.09
H -2.19763 -0.50765 -3.22299 -0.04 -0.05 0.01
H -0.65807 -0.69746 -2.36372 0.24 -0.01 -0.04
H -3.47224 1.38192 -3.07653 0.01 -0.01 0.04
H -3.79940 3.69619 -2.19683 0.09 -0.05 0.02
H -2.14713 4.54394 -0.53579 0.00 -0.05 0.01
H -0.17417 4.38962 0.47578 -0.02 -0.01 -0.01
H 0.93861 3.17728 -0.10792 0.18 0.05 -0.17
H 2.70820 2.43551 0.92304 0.00 -0.01 -0.03
H 4.78472 3.37865 1.81941 -0.05 0.02 0.04
H 4.71923 4.79039 3.86860 -0.01 -0.02 0.00
H 2.55595 5.20709 4.99440 0.00 -0.03 -0.06
H 0.47927 4.26385 4.07998 0.03 0.01 -0.03
H -1.71768 4.72224 2.04955 -0.05 -0.09 0.07
H -3.71632 4.72075 3.56795 0.05 -0.04 -0.01
H -3.93860 3.11573 5.36985 0.06 0.00 -0.05
H -1.36572 2.30816 5.64995 -0.05 0.02 0.03
H -0.34421 1.20456 3.86892 0.17 0.07 0.04
H -3.67376 0.41341 0.42674 0.08 0.04 0.07
H -6.08432 0.88239 0.55435 0.04 -0.06 -0.05
H -7.66454 -0.34174 -0.91815 0.05 -0.01 -0.01
H -6.78551 -2.02945 -2.50818 0.04 0.03 0.02
H -4.38074 -2.50066 -2.61561 0.01 -0.01 0.05
H -2.73279 -3.37167 0.46465 0.03 -0.02 -0.06
H -2.48681 -5.79383 0.04274 0.03 0.04 -0.05
H -1.70074 -6.59422 -2.17076 -0.01 0.04 0.01
H -1.11905 -4.95283 -3.92987 -0.01 0.02 0.03
H -1.33631 -2.54668 -3.49997 -0.02 -0.06 0.03
O 3.44380 -0.16307 2.55493 -0.16 0.00 0.05
C 3.10182 -0.18327 1.39494 0.80 0.44 0.06
O 1.99693 -0.64480 0.93085 -1.30 -0.57 -0.14
C 4.05957 0.27406 0.30498 -0.12 -0.01 0.34
C 5.39349 0.41469 0.67599 0.14 -0.02 -0.02
C 6.35561 0.75950 -0.25649 0.03 -0.03 0.13
C 5.98642 0.95992 -1.57893 -0.08 0.03 -0.13
C 4.65608 0.84191 -1.94666 0.03 -0.02 -0.10
C 3.67051 0.51690 -1.01070 -0.21 0.04 -0.11
P 1.90980 0.48760 -1.59409 0.09 0.27 -0.07
C 1.75208 2.15263 -2.37961 -0.02 0.06 0.11
C 2.59893 3.21623 -2.06770 0.04 0.06 0.04
C 2.35941 4.49594 -2.56132 0.01 -0.09 0.02
C 1.26465 4.73896 -3.37677 -0.01 -0.04 0.02
C 0.40990 3.69108 -3.69873 0.04 -0.04 0.02
C 0.65269 2.41865 -3.20202 -0.01 -0.07 -0.09
C 2.14441 -0.61712 -3.05167 -0.07 -0.03 0.03
C 2.47527 -1.93497 -2.74327 0.03 -0.03 0.00
C 2.69581 -2.86992 -3.74446 0.00 0.02 0.01
C 2.59916 -2.49314 -5.07784 -0.01 0.02 0.03
C 2.29612 -1.17751 -5.39820 0.00 0.02 0.06
C 2.07207 -0.24253 -4.39243 -0.02 -0.03 0.00
H 5.64631 0.22735 1.71293 -0.02 0.02 -0.07
H 7.39350 0.85697 0.04101 -0.05 -0.01 -0.01
H 6.73254 1.21038 -2.32504 -0.06 -0.01 0.04
H 4.37524 1.00590 -2.98156 0.01 0.01 0.03
H 3.45216 3.05985 -1.41911 -0.03 0.01 -0.03
H 3.03473 5.30269 -2.30074 -0.03 -0.05 0.00
H 1.07595 5.73573 -3.75812 0.01 -0.05 0.02
H -0.45253 3.86334 -4.33355 0.05 -0.02 0.04
H -0.02885 1.61858 -3.46633 0.03 0.01 -0.01
H 2.58135 -2.22240 -1.70413 -0.01 -0.04 -0.01
H 2.93205 -3.89077 -3.47290 -0.02 0.06 0.00
H 2.76708 -3.22052 -5.86382 0.00 0.04 0.04
H 2.24131 -0.86807 -6.43598 -0.01 -0.01 0.06
H 1.86638 0.77917 -4.67241 -0.06 0.09 0.02
O 1.25867 -4.31744 -1.50127 0.03 -0.10 -0.07
C 1.15506 -5.04793 -0.37469 0.06 0.07 -0.14
C 1.45839 -6.40481 -0.48261 0.00 -0.07 0.03
C 1.35695 -7.22644 0.62014 -0.02 -0.04 0.06
C 0.95318 -6.70909 1.85178 -0.01 0.03 -0.03
C 0.66336 -5.36249 1.95567 0.05 0.05 0.02
C 0.76486 -4.50490 0.85329 -0.11 0.15 0.20
C 0.42612 -3.05831 0.99496 0.09 -0.60 0.40
O 0.53498 -2.29702 -0.03778 -0.15 0.38 -0.18
N -0.00723 -2.67232 2.17140 0.43 -0.24 0.25
N -0.35354 -1.34538 2.16724 -0.15 -1.09 -0.52
C -1.19344 -0.94073 3.03472 -1.20 0.31 0.28
S -1.83921 -1.86024 4.36862 0.29 -0.09 0.31
C -1.84882 -0.53326 5.63947 -0.04 0.11 -0.12
C -2.76836 0.69123 5.44211 0.06 -0.11 -0.06
S -2.10251 0.49738 2.53576 0.14 -0.13 -0.10
H 0.93260 -3.41534 -1.30751 -0.02 -0.03 0.10
H 1.76348 -6.78658 -1.45085 -0.04 0.04 0.07
H 1.58967 -8.28115 0.52284 -0.01 0.05 0.02
H 0.86963 -7.35266 2.71940 0.01 0.04 -0.06
H 0.35635 -4.93565 2.90185 0.00 -0.01 -0.04
H -0.80963 -0.23816 5.79815 -0.04 0.03 0.05
H -2.16009 -1.08761 6.52407 0.00 -0.01 0.02
H -3.22507 0.95131 6.40040 0.07 -0.04 0.04
H -3.58475 0.41545 4.77486 -0.08 0.01 0.03
```
Positions in Å, forces in eV/Å.

[2]
C62H53N6O6PbS | ωB97M-V with the def2-TZVPD basis set

Output
- multiplicity = 1
- DFT total energy (eV) = -102456.3026
- HOMO (eV) = -9.42
- Kohn-Sham gap (eV) = 5.587
- net charge = +1

```
129
Properties=species:S:1:pos:R:3:forces:R:3
Pb 0.40737 1.18225 -0.03620 -0.55 0.07 -0.16
O 1.05478 -1.06979 1.69164 0.13 0.18 -0.05
C -0.02947 -1.96593 1.92175 -0.33 -0.44 0.10
C -0.75371 -2.60076 0.72883 0.05 0.32 0.08
C -2.05044 -1.91266 0.33685 -0.12 -0.16 -0.05
C -3.26606 -2.57239 0.43380 -0.05 0.01 0.07
C -4.41840 -1.90090 0.04514 0.08 0.06 -0.04
C -4.31072 -0.60534 -0.42179 0.01 -0.12 -0.07
C -3.04693 -0.01915 -0.52815 -0.20 -0.01 -0.15
C -2.91263 1.39512 -1.02182 0.22 0.12 0.60
C -2.70154 2.37778 0.20628 -0.09 -0.03 -0.06
O -1.60298 1.98532 0.95711 0.36 0.02 -0.31
C -4.00124 2.29205 1.03179 0.12 -0.05 0.04
C -4.10264 1.32294 2.02237 -0.02 0.09 0.09
C -5.27737 1.15939 2.74298 0.07 0.00 0.00
C -6.37322 1.96874 2.48052 -0.03 -0.03 0.03
C -6.28357 2.93644 1.49062 -0.02 0.01 -0.03
C -5.10729 3.09691 0.76963 -0.02 -0.07 0.02
C -2.55471 3.83420 -0.27527 0.17 -0.28 -0.07
C -2.93702 4.28771 -1.53244 0.05 0.04 0.00
C -2.76552 5.62089 -1.88673 -0.02 0.04 -0.03
C -2.21304 6.51927 -0.98882 0.03 0.03 0.03
C -1.83511 6.07636 0.27279 -0.04 -0.04 0.04
C -2.01389 4.74860 0.62523 0.02 0.03 -0.06
N -1.95011 -0.68255 -0.16072 0.24 0.08 -0.05
C -0.97104 -1.53209 3.01979 0.06 0.12 -0.11
C -0.95776 -0.21722 3.46740 -0.10 -0.10 -0.11
C -1.81052 0.18189 4.48515 0.00 0.03 -0.08
C -2.68928 -0.72895 5.05202 -0.04 0.07 0.02
C -2.71091 -2.04081 4.60086 -0.05 -0.04 0.02
C -1.85081 -2.44406 3.59104 0.06 0.00 -0.02
C 1.38355 -2.26929 2.37307 -0.21 -0.43 0.16
C 2.53977 -3.10795 1.77668 0.00 0.23 0.01
C 2.69518 -4.39713 2.58097 0.03 -0.02 -0.08
C 2.42056 -4.43951 3.88278 -0.13 -0.07 -0.01
C 1.94168 -3.24479 4.56792 0.04 0.04 0.03
C 1.53200 -2.19021 3.86592 0.05 0.12 -0.04
H -0.12367 -2.56017 -0.15417 0.14 -0.17 0.01
H -0.98464 -3.63809 0.98177 0.00 -0.03 0.00
H -3.32001 -3.58704 0.80990 0.03 0.03 0.04
H -5.38491 -2.38442 0.11152 0.00 0.02 0.03
H -5.19120 -0.04553 -0.70900 0.02 0.02 0.01
H -2.04797 1.51205 -1.68370 -0.05 -0.06 -0.06
H -3.82260 1.66984 -1.55352 0.05 -0.01 -0.11
H -3.23741 0.70825 2.22217 0.05 -0.07 0.05
H -5.33145 0.39447 3.50860 -0.02 0.01 0.02
H -7.28852 1.85126 3.04711 0.00 0.00 -0.01
H -7.13265 3.57549 1.28137 0.01 0.00 0.00
H -5.05174 3.86299 0.00631 -0.01 0.00 0.02
H -3.36970 3.61462 -2.26158 0.03 -0.03 0.02
H -3.06757 5.95769 -2.87113 0.01 -0.02 0.01
H -2.08444 7.55915 -1.26305 0.01 -0.02 -0.02
H -1.40159 6.76700 0.98639 -0.02 0.01 -0.01
H -1.72480 4.39640 1.60617 0.03 -0.02 0.01
H -0.28281 0.48821 3.00232 -0.01 -0.02 0.08
H -1.80573 1.21260 4.81598 -0.01 0.00 0.00
H -3.36658 -0.41015 5.83389 0.01 -0.03 0.01
H -3.40502 -2.74944 5.03493 0.04 -0.01 0.01
H -1.85970 -3.47665 3.25947 -0.02 0.01 -0.02
H 3.48929 -3.89032 0.05234 -0.05 -0.10 0.00
H 3.14073 -5.24741 2.07297 -0.01 -0.02 0.04
H 2.57524 -5.34401 4.45729 0.09 -0.01 -0.06
H 1.94734 -3.22765 5.64970 -0.02 0.05 -0.01
H 1.17388 -1.29242 4.34613 0.08 0.01 0.05
O 4.53178 2.98926 0.24149 0.02 -0.01 0.04
C 3.43034 2.47115 0.42169 -0.06 -0.09 -0.14
O 2.86691 1.58828 -0.29907 0.12 0.19 0.30
C 2.62837 2.95553 1.63983 0.02 -0.04 -0.01
C 3.20119 3.83375 2.54670 0.03 0.00 0.01
C 2.44570 4.28220 3.61776 -0.06 -0.04 -0.02
C 1.13569 3.84261 3.74885 0.07 0.01 0.05
C 0.63243 2.96838 2.80234 -0.06 0.04 -0.03
N 1.36859 2.53591 1.77720 0.03 -0.04 0.12
H 4.22362 4.14208 2.38087 -0.01 0.01 0.00
H 2.86570 4.97103 4.33936 0.02 -0.01 0.00
H 0.51222 4.17306 4.56821 -0.02 0.00 -0.02
H -0.39340 2.61503 2.82033 -0.02 0.08 -0.04
C 2.78836 5.65221 -1.09827 -0.04 0.08 0.16
N 2.90704 4.56134 -2.04643 0.07 -0.18 -0.09
C 3.97054 4.35503 -2.89577 0.06 0.09 0.05
C 3.72989 3.22971 -3.57518 0.00 -0.04 -0.09
N 2.49632 2.73200 -3.15046 0.08 0.23 0.31
C 2.00071 3.56979 -2.17559 -0.09 0.08 -0.10
S 0.55747 3.61650 -1.28650 -0.25 0.24 -0.24
C 1.87847 1.61196 -3.75283 -0.35 -0.23 -0.28
C 2.57559 0.86704 -4.70614 0.16 0.00 0.05
C 1.89188 -0.10758 -5.40479 -0.01 -0.01 0.00
C 0.54826 -0.32080 -5.14356 -0.03 -0.17 0.03
C -0.03047 0.41298 -4.12790 0.06 0.04 0.15
N 0.61959 1.35281 -3.44574 0.05 0.21 0.18
H 3.59920 6.35300 -1.27850 0.02 -0.03 -0.03
H 2.85614 5.26867 -0.08032 0.03 0.00 -0.05
H 1.82744 6.14888 -1.21795 0.02 0.00 -0.05
H 4.80502 5.03085 -2.94617 0.00 -0.03 0.05
H 4.32164 2.76458 -4.33727 -0.02 0.01 0.03
H 3.62141 1.03761 -4.90706 -0.02 -0.04 -0.02
H 2.40483 -0.69481 -6.15485 0.03 0.04 -0.02
H -0.02497 -1.05437 -5.69198 -0.01 -0.01 0.00
H -1.06263 0.25351 -3.83373 0.01 -0.01 -0.02
C -2.11944 -5.53660 -3.43806 -0.16 -0.02 -0.05
O -0.97783 -5.29999 -2.61707 -0.02 -0.03 0.05
C 0.23225 -5.19890 -3.21026 0.03 0.08 0.14
C 0.47716 -5.25842 -4.57146 -0.01 -0.03 -0.14
C 1.77987 -5.13907 -5.03757 -0.06 0.05 0.10
C 2.83726 -4.95004 -4.15911 0.10 0.01 -0.08
C 2.59974 -4.89375 -2.79853 -0.04 -0.04 0.24
C 1.30393 -5.01748 -2.32701 0.16 0.00 -0.43
N 0.96311 -5.08204 -0.95620 -0.14 0.01 0.03
C 1.46017 -4.56193 0.10677 -0.16 0.27 0.00
C 2.48730 -3.49596 0.27172 0.01 0.22 0.07
C 3.78075 -2.28210 2.11123 0.12 0.01 -0.04
C 4.47804 -1.41482 1.37625 -0.01 -0.12 0.06
C 4.24002 -0.93455 0.02655 -0.01 -0.03 -0.09
C 3.31490 -1.30338 -0.86624 0.15 0.08 -0.07
C 2.30786 -2.34094 -0.76331 0.01 -0.01 0.07
O 1.37858 -2.37028 -1.53978 -0.15 -0.09 -0.13
H -2.03831 -6.49164 -3.95930 0.05 0.01 0.01
H -2.25889 -4.72799 -4.15669 0.06 0.01 0.03
H -2.96937 -5.56092 -2.76342 0.01 -0.01 0.00
H -0.33498 -5.39990 -5.27038 0.02 -0.01 0.03
H 1.96442 -5.20167 -6.10144 0.01 0.02 0.00
H 3.84811 -4.86105 -4.53160 -0.01 -0.01 0.01
H 3.42028 -4.78635 -2.10009 0.01 0.02 -0.05
H 0.08704 -5.58999 -0.83101 0.15 -0.19 0.08
H 0.99332 -4.91187 1.02098 -0.12 0.08 -0.02
H 4.09621 -2.40832 3.13898 0.03 -0.04 -0.01
H 5.31340 -0.93835 1.87585 0.02 -0.03 0.00
H 4.86841 -0.10159 -0.26927 -0.07 0.03 0.04
H 3.21706 -0.71043 -1.76829 -0.03 -0.05 -0.01
```
Positions in Å, forces in eV/Å.